ORCA calculation (ωB97M-V/def2-TZVPD) on the molecule C6H8OS in a non-equilibrium geometry.

The geometry in XYZ format:
```
16
Properties=species:S:1:pos:R:3:forces:R:3
C -0.281 1.543 0.026 -0.473 0.086 -0.940
C -0.541 0.086 -0.159 2.737 -0.436 -1.111
C -1.899 -0.298 0.159 -1.585 0.381 2.478
O -2.482 -1.308 -0.152 0.326 0.673 -0.022
C 0.141 -0.807 -1.166 1.475 1.340 1.351
C 0.586 -0.940 0.299 0.307 0.977 -1.356
C 1.953 -0.540 0.796 0.094 1.578 -4.942
S 3.178 -0.066 -0.276 -1.803 -0.941 2.250
H -1.004 2.084 -0.575 -0.190 0.312 -0.158
H 0.693 1.925 -0.271 0.126 -0.371 0.320
H -0.539 1.720 1.045 0.234 0.752 0.913
H -2.345 0.497 0.924 0.053 -1.307 -1.320
H 0.877 -0.355 -1.853 -0.450 -0.304 0.581
H -0.494 -1.531 -1.566 -0.719 -1.227 -0.533
H 0.182 -1.649 0.953 -0.782 -1.462 0.456
H 1.975 -0.362 1.816 0.650 -0.052 2.033
```
Positions in Å, forces in eV/Å.

Values from the calculation:
Gap between HOMO and LUMO   8.058 eV
SMILES string   C[C@@]1(C=O)C[C@H]1C=S
Molecular weight   128.2 g mol⁻¹

Results of the Mulliken charge analysis, in e, for atoms 1 through 4:
1 C -1.84
2 C 1.41
3 C -0.07
4 O -0.48